60
Properties=species:S:1:pos:R:3:forces:R:3 method="wB97M-V/def2-TZVPD" gap_ev=8.107 total_charge=+1 e_homo_ha=-0.400
Rh -0.90924 0.03979 0.39796 0.0863 0.1717 -0.1418
C -2.67100 -3.00198 1.47680 0.0219 -0.0088 0.0259
C -3.38014 -1.71467 1.22032 0.0396 -0.0085 0.0901
N -2.83303 -0.57787 0.85821 -0.0070 -0.0179 -0.0425
C -3.78319 0.40366 0.64062 -0.0786 0.0426 -0.0477
C -5.05812 0.01179 0.87598 0.0425 0.0003 0.0687
S -5.07333 -1.62034 1.36621 -0.0527 0.0126 -0.0162
C -3.30735 1.64543 0.04534 0.0545 -0.0045 -0.0100
C -3.98511 2.78790 -0.20851 -0.0410 -0.0678 -0.0032
S -2.99730 3.84706 -1.10611 -0.0031 0.1028 -0.0051
C -1.70949 2.73003 -1.07923 0.0747 -0.1205 -0.0299
N -2.00688 1.62447 -0.43707 -0.0247 0.0728 0.1232
C -0.42125 3.02085 -1.75775 0.0343 -0.0524 0.0128
H -2.22300 -3.02127 2.47403 -0.0123 0.0446 -0.0066
H -1.90445 -3.16698 0.71725 -0.0564 -0.0297 -0.0193
H -3.37742 -3.82882 1.44638 0.0250 -0.0286 -0.0658
H -5.96503 0.57875 0.75235 0.0003 0.0028 0.0019
H -4.99692 3.03925 0.06115 -0.0018 -0.0044 -0.0028
H -0.55815 3.75934 -2.54514 -0.0086 0.0109 0.0045
H -0.00949 2.10984 -2.18345 0.0039 0.0055 -0.0356
H 0.31283 3.40918 -1.05040 -0.0193 0.0362 0.0165
N 0.07292 -1.37348 1.50538 -0.0447 0.0501 0.1193
C 1.17949 -2.08850 0.88777 0.0385 -0.0692 -0.0810
C 2.29809 -2.33981 1.66379 -0.0083 0.0135 0.0082
C 3.39177 -2.98367 1.11644 0.0121 -0.0176 -0.0079
C 3.35425 -3.35947 -0.21670 -0.0132 0.0005 0.0117
C 2.22742 -3.10897 -0.97797 0.0232 -0.0165 0.0170
C 1.09797 -2.48431 -0.44438 -0.0499 0.0132 0.0069
C -0.10191 -2.26444 -1.30169 0.0277 0.0241 0.0473
C -0.33869 -3.17371 -2.34184 0.0134 0.0070 0.0246
C -1.38495 -3.01754 -3.22989 -0.0088 -0.0053 -0.0176
C -2.23711 -1.93329 -3.09579 -0.0197 0.0220 0.0076
C -2.04904 -1.04203 -2.05071 0.0775 -0.0796 -0.0026
C -0.99910 -1.19983 -1.14723 -0.0671 0.0289 0.0638
H -0.58366 -2.03500 1.90562 0.0267 -0.0212 -0.0076
H 0.43425 -0.82840 2.28806 0.0305 -0.0494 0.0096
H 2.31738 -2.01347 2.69798 0.0010 -0.0020 0.0025
H 4.27080 -3.16793 1.71826 -0.0013 0.0004 0.0019
H 4.21284 -3.83260 -0.67321 0.0010 0.0006 0.0015
H 2.23903 -3.37210 -2.02599 -0.0115 0.0000 -0.0086
H 0.30807 -4.03461 -2.44165 0.0017 -0.0083 -0.0084
H -1.53362 -3.74020 -4.02078 -0.0008 0.0010 -0.0003
H -3.05530 -1.78518 -3.78875 0.0037 -0.0060 -0.0055
H -2.73553 -0.21286 -1.94867 -0.0182 0.0096 -0.0023
O -0.09078 1.69960 1.99969 -0.1407 -0.0589 -0.0228
C 0.89577 1.74964 1.24482 0.1111 -0.1498 -0.1620
N 0.94601 0.91857 0.18589 0.1287 0.1004 0.0162
S 2.38980 1.00961 -0.64628 -0.1583 -0.0031 0.1347
O 3.20379 -0.13324 -0.37697 0.0271 -0.0108 -0.0476
O 2.15242 1.38229 -2.00742 -0.0155 -0.0029 -0.0526
C 2.96937 2.37273 0.32166 0.0492 0.0239 -0.0336
C 4.14923 3.06931 0.17147 0.0148 0.0190 0.0135
C 4.40619 4.08109 1.09155 0.0026 -0.0101 -0.0123
C 3.51195 4.36517 2.11970 -0.0115 0.0008 0.0084
C 2.33092 3.64650 2.25835 -0.0113 -0.0040 0.0080
C 2.07399 2.64492 1.33987 -0.0851 0.0408 0.0569
H 4.84466 2.84115 -0.62466 -0.0047 -0.0008 -0.0024
H 5.31838 4.65626 1.00720 0.0010 -0.0027 -0.0031
H 3.74272 5.15716 2.81910 -0.0014 -0.0017 0.0019
H 1.62723 3.85525 3.05297 0.0029 0.0041 -0.0002

***

16
Properties=species:S:1:pos:R:3:forces:R:3 method="wB97M-V/def2-TZVPD" gap_ev=10.727 total_charge=0 e_homo_ha=-0.360 smiles=OC1CCCC1
O -0.56787 1.85952 -1.30571 -2.9947 0.2864 0.2254
C -0.33861 0.97397 -0.20379 -2.4644 1.3141 0.4820
C -1.07532 -0.33947 -0.48980 1.7431 -0.8026 1.4806
C -0.36921 -1.21810 0.57908 -0.1315 -2.2010 1.4097
C 1.21766 -0.84286 0.48533 -0.0079 -1.1393 -0.1154
C 1.12120 0.70974 0.09665 2.6863 0.7669 0.6621
H -1.61774 1.89717 -1.27094 3.3667 0.2772 -0.6067
H -0.88064 1.47937 0.67659 1.0745 -0.8426 -0.6747
H -2.16637 -0.37244 -0.43832 0.1287 0.4626 0.3395
H -0.81043 -0.63330 -1.49172 0.2740 -0.3456 -0.4530
H -0.64619 -2.37572 0.53168 0.9518 2.3312 -0.2504
H -0.76939 -0.95870 1.63225 0.6958 -0.0238 -1.5763
H 1.69379 -1.47145 -0.42528 -1.0210 1.4944 2.1570
H 1.86179 -1.10665 1.48847 -1.7815 0.7748 -2.5757
H 1.54168 1.46029 0.95343 -1.1109 -1.9661 -1.9329
H 1.80564 0.93863 -0.81792 -1.4090 -0.3867 1.4289

***

19
Properties=species:S:1:pos:R:3:forces:R:3 method="wB97M-V/def2-TZVPD" gap_ev="6.748 / 8.010" total_charge=0 e_homo_ha="-0.237 / -0.262"
C -1.99313 0.63346 0.90640 0.2570 0.1129 -0.0611
C 1.68396 1.02767 0.82188 -0.0263 0.1980 0.0862
C 0.70170 -2.77524 -1.44201 -0.0345 -0.5646 0.1337
C -0.79324 1.30654 0.34166 -2.5955 0.7814 1.0555
C 0.42223 0.70229 0.05563 2.6098 -3.4471 -2.3282
C 0.58240 -1.42120 -0.89440 0.2187 -0.1435 -0.6524
O -0.93408 2.56694 -0.15533 -0.0556 0.3605 -0.2940
N 0.28491 -0.94100 0.18194 -0.1200 2.0494 0.3301
H -1.86200 2.83539 -0.13890 0.1277 -0.1097 0.0517
H 0.64481 0.74301 -1.09333 -0.1633 0.6725 1.4775
H -2.20919 0.96816 1.92350 -0.1177 -0.0024 0.0977
H -2.87353 0.84536 0.28801 -0.0672 -0.0015 0.0003
H -1.82563 -0.44197 0.92707 -0.0971 0.0393 0.0740
H 1.59173 0.70017 1.85658 -0.0381 0.0505 0.0675
H 2.53369 0.51640 0.37149 0.0207 0.0326 -0.0344
H 1.85184 2.10496 0.79569 0.0753 0.0030 0.0523
H 0.48994 -3.50942 -0.65651 0.0127 -0.1054 -0.0742
H -0.00446 -2.91550 -2.26184 0.0696 0.0317 0.0229
H 1.70804 -2.94600 -1.82753 -0.0762 0.0424 -0.0050

***

6
Properties=species:S:1:pos:R:3:forces:R:3 method="wB97M-V/def2-TZVPD" gap_ev=11.664 total_charge=0 e_homo_ha=-0.408 smiles="O=COO"
O 1.33608 2.26371 -0.76447 0.1825 1.3937 -0.3730
C 0.76447 1.34912 -0.30920 2.3032 -4.7711 0.3583
O -0.50610 1.35576 0.06148 -1.8964 0.0123 0.4294
O -0.88712 0.09437 0.64829 2.6081 1.4012 1.9486
H 1.25713 0.21784 -0.15670 -1.1842 2.6742 -0.2355
H -1.52015 -0.23335 0.06970 -2.0131 -0.7104 -2.1277

***

E_tot, record by record: -2791.83421 -271.68654 -365.05563 -264.91036 a.u.